Molecular formula: C8H13ClN2O2S
Method: DFT, ωB97M-V/def2-TZVPD

```
! RIJCOSX wB97M-V def2-TZVPD def2/J DEFGRID3
* xyz 0 1
C 3.163 2.139 0.993
C 2.781 1.221 -0.158
O 1.363 1.136 -0.332
C 0.704 0.389 0.565
O 1.196 -0.191 1.499
N -0.638 0.372 0.298
C -1.535 -0.517 1.015
C -1.959 -1.662 0.094
C -2.551 -1.079 -1.190
C -1.542 -0.125 -1.835
N -1.130 0.882 -0.882
C -1.850 2.166 -0.828
S -2.812 2.691 -2.010
Cl -1.430 3.062 0.568
H 4.244 2.240 1.036
H 2.718 3.120 0.853
H 2.811 1.717 1.932
H 3.177 0.213 0.013
H 3.146 1.606 -1.112
H -2.411 0.058 1.334
H -0.997 -0.878 1.891
H -2.690 -2.292 0.602
H -1.086 -2.274 -0.144
H -2.806 -1.872 -1.892
H -3.462 -0.524 -0.955
H -0.642 -0.670 -2.136
H -1.967 0.376 -2.704
*
```

Values from the calculation:
Relative energy (zero: lowest compared OMol25 entry of this formula, charge and spin), kcal per mole: 0.0
Max |F|, eV Å⁻¹: 3.35
Structure (SMILES): CCOC(=O)N1CCCCN1C(=S)Cl
HOMO-LUMO gap, eV: 9.013



Molecular formula: C4H12N2
Method: DFT, ωB97M-V/def2-TZVPD

```
! RIJCOSX wB97M-V def2-TZVPD def2/J DEFGRID3
* xyz 0 1
C 1.761 0.534 -0.957
N 0.703 1.041 -1.459
C 0.603 2.467 -1.752
H 2.723 1.042 -0.702
H 1.642 -0.497 -0.757
H 1.384 3.232 -2.034
H -0.022 2.299 -2.575
H 0.068 2.787 -0.874
C 0.020 0.387 1.660
N -0.782 -0.855 1.763
C -1.017 -1.539 0.511
H 0.883 0.308 0.998
H -0.412 1.278 1.049
H 0.267 0.649 2.720
H -1.675 -0.750 2.206
H -1.253 -0.763 -0.335
H 0.011 -1.961 0.417
H -1.769 -2.358 0.567
*
```

Values from the calculation:
Relative energy (zero: lowest compared OMol25 entry of this formula, charge and spin), kcal per mole: 72.9
Max |F|, eV Å⁻¹: 2.94
Structure (SMILES): C=NC.CNC
HOMO-LUMO gap, eV: 9.508



Molecular formula: C25H27O3PPt
Method: DFT, ωB97M-V/def2-TZVPD

```
! RIJCOSX wB97M-V def2-TZVPD def2/J DEFGRID3
* xyz 2 1
Pt -1.161 -0.348 -0.267
C -3.282 0.904 -3.280
C -3.743 -0.171 -2.371
C -4.928 -1.021 -2.623
O -3.340 -0.002 -1.027
C -1.497 -1.857 -3.469
O -1.869 -1.948 -4.544
O -1.126 -1.756 -2.362
H -3.946 1.775 -3.180
H -3.310 0.588 -4.322
H -2.271 1.239 -3.034
H -5.852 -0.461 -2.406
H -4.929 -1.923 -2.005
H -4.981 -1.322 -3.668
H -3.984 -0.394 -0.422
C 0.778 3.038 -0.742
C 2.049 2.255 -0.925
C 3.148 2.840 -1.539
C 4.344 2.150 -1.690
C 4.475 0.847 -1.229
C 3.397 0.230 -0.625
C 2.190 0.929 -0.478
P 0.887 0.194 0.464
C 0.956 -1.605 0.470
C 1.341 -2.160 -0.779
C 1.480 -3.518 -0.941
C 1.235 -4.355 0.145
C 0.858 -3.827 1.374
C 0.715 -2.463 1.584
C 0.327 -1.989 2.955
C 0.612 1.011 2.003
C 1.632 1.446 2.851
C 1.287 1.917 4.103
C -0.053 1.945 4.490
C -1.060 1.546 3.623
C -0.731 1.098 2.349
C -1.763 0.794 1.309
H 0.757 3.895 -1.412
H 0.695 3.417 0.280
H -0.109 2.434 -0.949
H 3.067 3.855 -1.904
H 5.182 2.637 -2.170
H 5.411 0.316 -1.338
H 3.496 -0.782 -0.253
H 1.542 -1.503 -1.616
H 1.787 -3.924 -1.895
H 1.344 -5.427 0.037
H 0.686 -4.495 2.207
H 0.321 -2.830 3.645
H -0.673 -1.551 2.959
H 1.015 -1.239 3.343
H 2.670 1.393 2.544
H 2.055 2.251 4.787
H -0.314 2.302 5.477
H -2.097 1.611 3.930
H -2.078 1.713 0.804
H -2.643 0.303 1.733
*
```

Values from the calculation:
Max |F|, eV Å⁻¹: 4.70
HOMO-LUMO gap (spin up / spin down), eV: 3.947 / 3.945



Molecular formula: C28H32N5O3RuSSe2
Method: DFT, ωB97M-V/def2-TZVPD

```
! RIJCOSX wB97M-V def2-TZVPD def2/J DEFGRID3
* xyz 0 2
Ru 0.640 -0.023 0.681
N 0.587 1.809 -3.235
C 0.461 1.618 -1.913
N 0.691 0.486 -1.328
C 1.171 -0.598 -2.060
N 1.536 -1.696 -1.484
N 1.382 -1.580 -0.103
C 1.701 -2.581 0.654
C 1.551 -2.328 2.075
C 1.934 -3.237 3.056
C 1.822 -2.879 4.385
C 1.343 -1.615 4.702
C 0.969 -0.763 3.680
N 1.040 -1.104 2.391
C 1.234 -0.470 -3.514
C 1.571 -1.542 -4.346
C 1.603 -1.375 -5.711
C 1.296 -0.129 -6.270
C 0.960 0.937 -5.468
C 0.930 0.761 -4.084
H 0.352 2.708 -3.620
H 0.128 2.452 -1.313
H 2.055 -3.514 0.236
H 2.323 -4.202 2.761
H 2.118 -3.568 5.165
H 1.269 -1.280 5.727
H 0.612 0.237 3.884
H 1.797 -2.494 -3.888
H 1.866 -2.205 -6.352
H 1.320 0.001 -7.344
H 0.716 1.901 -5.897
O -1.712 -1.743 -4.198
C -2.976 -1.888 -3.552
C -2.960 -1.130 -2.223
C -4.363 -1.238 -1.608
O -5.325 -0.433 -2.269
C -1.942 -1.796 -1.295
Se -1.705 -0.920 0.445
C -2.592 0.327 -2.504
Se -2.760 1.510 -0.961
H -1.735 -2.224 -5.029
H -3.184 -2.947 -3.358
H -3.781 -1.484 -4.174
H -4.307 -0.974 -0.549
H -4.711 -2.272 -1.678
H -5.197 0.466 -1.937
H -0.977 -1.866 -1.788
H -2.276 -2.813 -1.074
H -3.255 0.722 -3.274
H -1.576 0.365 -2.894
S 2.716 1.152 0.799
C 2.831 1.663 2.492
C 2.205 2.827 2.945
C 2.288 3.211 4.276
C 3.006 2.445 5.186
C 3.654 1.300 4.744
C 3.568 0.917 3.413
H 1.652 3.426 2.233
H 1.802 4.124 4.603
H 3.076 2.749 6.223
H 4.231 0.701 5.439
H 4.072 0.022 3.069
C -2.001 1.034 3.172
C -1.238 2.003 2.323
C -1.590 3.458 2.434
O -0.344 1.677 1.563
H -3.053 1.066 2.880
H -1.941 1.349 4.217
H -1.630 0.019 3.058
H -2.560 3.615 2.901
H -1.568 3.907 1.442
H -0.822 3.941 3.043
*
```

Values from the calculation:
Relative energy (zero: lowest compared OMol25 entry of this formula, charge and spin), kcal per mole: 11.9
Max |F|, eV Å⁻¹: 0.49
Expectation value of S²: 0.76
HOMO-LUMO gap (spin up / spin down), eV: 5.530 / 5.964



Molecular formula: C19H48ClNO4
Method: DFT, ωB97M-V/def2-TZVPD

```
! RIJCOSX wB97M-V def2-TZVPD def2/J DEFGRID3
* xyz 0 1
C 8.536 21.160 28.697
C 8.847 21.261 30.268
C 7.621 21.696 31.054
C 7.841 21.717 32.661
N 6.662 22.168 33.439
C 5.592 21.225 33.314
C 4.305 22.047 33.087
C 4.749 23.291 32.299
C 6.084 23.519 32.927
C 6.989 22.256 34.919
C 8.135 23.216 35.237
C 8.169 23.734 36.737
H 9.367 20.677 28.030
H 8.404 22.210 28.414
H 7.814 20.392 28.646
H 9.570 21.991 30.689
H 8.775 20.252 30.889
H 6.838 21.061 30.659
H 7.145 22.594 30.697
H 8.736 22.382 32.888
H 8.149 20.644 33.176
H 5.217 20.460 34.054
H 5.708 20.656 32.592
H 3.967 22.228 34.066
H 3.367 21.630 32.629
H 4.191 24.141 32.349
H 4.731 23.045 31.272
H 5.713 24.089 33.834
H 6.534 24.230 32.265
H 7.346 21.336 35.229
H 6.163 22.364 35.568
H 8.059 24.090 34.712
H 9.143 22.976 35.075
H 9.249 24.169 36.976
H 8.518 22.927 37.449
H 7.254 24.244 37.100
Cl 7.593 18.115 34.533
C 10.276 20.140 38.970
C 9.837 19.326 37.776
O 8.665 19.935 37.234
H 9.443 20.098 39.792
H 10.474 21.051 38.534
H 11.082 19.770 39.549
H 9.902 18.189 37.857
H 10.665 19.486 37.032
H 8.408 19.578 36.218
C 4.642 17.469 30.032
C 5.693 17.530 31.065
O 5.153 17.759 32.272
H 3.927 16.725 30.099
H 4.943 17.514 29.067
H 4.166 18.517 30.077
H 6.277 18.440 30.956
H 6.425 16.631 31.169
H 6.055 17.726 32.771
C 10.666 17.563 30.822
C 10.175 17.156 32.155
O 10.286 18.297 33.079
H 10.243 18.156 30.249
H 10.937 16.736 30.102
H 11.736 17.874 31.064
H 10.655 16.238 32.648
H 9.284 16.707 32.158
H 9.405 18.090 33.466
C 10.684 14.298 36.305
C 9.871 15.349 35.746
O 8.490 15.287 35.956
H 10.549 14.381 37.343
H 11.884 14.663 36.305
H 10.289 13.375 35.905
H 10.256 15.323 34.594
H 10.245 16.312 36.076
H 8.034 15.864 35.479
*
```

Values from the calculation:
Relative energy (zero: lowest compared OMol25 entry of this formula, charge and spin), kcal per mole: 50.8
Max |F|, eV Å⁻¹: 10.97
HOMO-LUMO gap, eV: 8.829



Molecular formula: C4H9INO
Method: DFT, ωB97M-V/def2-TZVPD

```
! RIJCOSX wB97M-V def2-TZVPD def2/J DEFGRID3
* xyz 1 1
C 1.552 -0.134 0.492
C 0.213 -0.179 -0.130
C -0.259 1.065 -0.787
N -0.718 -0.353 0.976
O -0.505 0.247 1.999
C -1.821 -1.269 0.967
I -0.897 -3.084 1.894
H 1.650 0.240 1.583
H 1.865 -1.264 0.420
H 2.329 0.346 -0.207
H -0.038 -1.068 -0.768
H -1.367 1.056 -0.742
H -0.092 1.167 -1.800
H 0.222 1.840 -0.288
H -2.091 -1.502 -0.038
H -2.655 -0.917 1.473
*
```

Values from the calculation:
Relative energy (zero: lowest compared OMol25 entry of this formula, charge and spin), kcal per mole: 82.0
Max |F|, eV Å⁻¹: 4.55
Structure (SMILES): CC(C)[N+](=O)CI
HOMO-LUMO gap, eV: 7.427



Molecular formula: C4H6S3
Method: DFT, ωB97M-V/def2-TZVPD

```
! RIJCOSX wB97M-V def2-TZVPD def2/J DEFGRID3
* xyz 0 1
C 1.356 -0.100 -0.167
C -0.098 0.244 -0.077
C -0.997 -0.588 -1.066
C -0.712 -0.434 1.168
H 1.877 0.308 0.720
H 1.696 0.406 -1.070
H 1.529 -1.174 -0.108
H 0.159 2.142 1.053
H -1.670 0.031 -1.668
H -0.390 -1.252 -1.686
S -0.474 2.016 -0.140
S -1.822 -1.426 0.287
S -0.452 -0.174 2.754
*
```

Values from the calculation:
Relative energy (zero: lowest compared OMol25 entry of this formula, charge and spin), kcal per mole: 0.0
Max |F|, eV Å⁻¹: 1.87
HOMO-LUMO gap, eV: 8.527



Molecular formula: C3H7N5
Method: DFT, ωB97M-V/def2-TZVPD

```
! RIJCOSX wB97M-V def2-TZVPD def2/J DEFGRID3
* xyz 0 1
H -0.172 -3.135 0.159
N -0.274 -2.500 -0.658
C -0.207 -1.404 0.032
N -0.046 -0.001 -0.456
C 0.978 0.310 -1.437
N 1.994 -0.381 -1.776
H 2.756 0.184 -2.192
C -0.389 0.839 0.636
N -1.236 0.378 1.627
N -0.009 2.030 0.448
H -0.549 2.683 0.936
H -0.066 -1.355 1.245
H 1.071 1.303 -1.754
H -1.863 1.356 1.865
H -1.986 -0.309 1.325
*
```

Values from the calculation:
Relative energy (zero: lowest compared OMol25 entry of this formula, charge and spin), kcal per mole: 71.4
Max |F|, eV Å⁻¹: 5.21
Structure (SMILES): [H]/N=C/N(/C=N/[H])/C(N)=N/[H]
HOMO-LUMO gap, eV: 9.697



Molecular formula: C31H50FSi
Method: DFT, ωB97M-V/def2-TZVPD

```
! RIJCOSX wB97M-V def2-TZVPD def2/J DEFGRID3
* xyz 1 1
C 6.311 0.155 -3.801
C 4.802 0.069 -3.974
C 4.061 0.218 -2.649
C 2.562 0.122 -2.850
C 1.741 0.167 -1.568
C 0.258 0.095 -1.968
Si -0.930 -0.370 -0.635
C -2.633 0.313 -0.784
C -3.048 -1.014 -1.475
C -4.503 -1.084 -1.899
C -4.678 -2.460 -2.524
C -6.119 -2.704 -2.921
C -6.353 -4.078 -3.530
C -0.408 -1.152 0.940
C -1.403 -1.105 2.131
C -2.186 -2.411 2.282
C -1.277 -3.629 2.435
C -2.067 -4.917 2.599
C -1.148 -6.122 2.729
H 0.338 4.048 1.339
H 6.813 0.025 -4.763
H 6.601 1.128 -3.391
H 6.669 -0.625 -3.120
H 4.462 0.847 -4.669
H 4.533 -0.894 -4.427
H 4.393 -0.568 -1.957
H 4.317 1.184 -2.188
H 2.226 0.936 -3.509
H 2.333 -0.815 -3.379
H 2.029 -0.654 -0.896
H 1.923 1.098 -1.016
H -0.104 1.093 -2.272
H 0.124 -0.585 -2.827
H -3.153 0.474 0.168
H -2.685 1.174 -1.466
H -2.449 -1.189 -2.386
H -2.859 -1.879 -0.815
H -5.179 -0.952 -1.046
H -4.745 -0.302 -2.628
H -4.021 -2.544 -3.403
H -4.351 -3.235 -1.814
H -6.740 -2.576 -2.026
H -6.410 -1.918 -3.627
H -7.411 -4.173 -3.786
H -5.759 -4.210 -4.440
H -6.090 -4.871 -2.823
H -0.167 -2.192 0.691
H 0.552 -0.666 1.189
H -0.808 -0.921 3.034
H -2.099 -0.262 2.026
H -2.848 -2.342 3.157
H -2.843 -2.565 1.412
H -0.642 -3.751 1.549
H -0.594 -3.483 3.286
H -2.720 -4.831 3.476
H -2.713 -5.034 1.720
H -1.746 -7.025 2.864
H -0.533 -6.253 1.833
H -0.480 -6.016 3.590
F 4.794 6.706 1.291
C 4.100 5.660 0.718
C 4.144 5.517 -0.669
C 3.281 4.588 -1.272
C 2.409 3.840 -0.483
C 2.364 4.012 0.916
C 1.154 3.397 1.604
C 1.085 3.246 3.115
C 0.901 2.013 3.777
C 0.777 1.998 5.175
C 0.900 3.197 5.897
C 1.059 4.420 5.233
C 1.061 4.436 3.840
C 3.272 4.886 1.538
H 4.817 6.130 -1.266
H 3.252 4.475 -2.360
H 1.701 3.161 -0.968
H 0.971 2.429 1.128
H 0.837 1.076 3.211
H 0.599 1.056 5.706
H 0.858 3.192 6.984
H 1.187 5.364 5.770
H 1.032 5.385 3.299
H 3.293 5.048 2.618
*
```

Values from the calculation:
Relative energy (zero: lowest compared OMol25 entry of this formula, charge and spin), kcal per mole: 0.0
Max |F|, eV Å⁻¹: 1.66
HOMO-LUMO gap, eV: 7.045



Molecular formula: C16H15ClTeW
Method: DFT, ωB97M-V/def2-TZVPD

```
! RIJCOSX wB97M-V def2-TZVPD def2/J DEFGRID3
* xyz 0 3
C 1.677 -1.076 2.493
C 2.377 0.095 2.124
C 3.136 -0.178 0.988
H 2.511 0.986 2.690
C 2.772 -1.439 0.499
C 1.952 -2.070 1.467
H 1.385 -2.962 1.288
H 0.935 -1.104 3.248
H 3.872 0.490 0.552
H 3.234 -1.853 -0.372
W 0.182 -1.004 0.895
Cl -0.733 1.001 1.669
C 0.521 2.703 -1.829
C 1.504 1.953 -2.553
C 2.774 2.155 -1.916
H 1.281 1.146 -3.253
C 2.566 3.035 -0.796
C 1.175 3.371 -0.747
H 0.668 3.763 0.129
H -0.553 2.544 -1.905
H 3.642 1.518 -2.057
H 3.264 3.167 0.021
Te -0.164 -1.631 -1.588
C -2.171 -1.415 -0.776
C -2.658 -2.504 -0.025
C -3.926 -2.420 0.560
C -4.701 -1.275 0.385
C -4.220 -0.187 -0.349
C -2.956 -0.248 -0.947
H -1.997 -3.369 0.114
H -4.296 -3.269 1.138
H -5.684 -1.226 0.835
H -4.833 0.710 -0.469
H -2.536 0.593 -1.514
*
```

Values from the calculation:
Relative energy (zero: lowest compared OMol25 entry of this formula, charge and spin), kcal per mole: 106.2
Max |F|, eV Å⁻¹: 3.44
Expectation value of S²: 2.07
HOMO-LUMO gap (spin up / spin down), eV: 3.448 / 3.211



Molecular formula: C16H40ClNO12P3
Method: DFT, ωB97M-V/def2-TZVPD

```
! RIJCOSX wB97M-V def2-TZVPD def2/J DEFGRID3
* xyz 1 1
C 1.924 -3.569 -0.493
C 1.837 -1.956 -0.784
Cl 2.491 -1.695 -2.529
C 0.352 -1.297 -0.563
C -0.873 -2.380 -0.431
C -2.382 -1.826 0.012
N -3.262 -2.838 -0.391
C -2.575 -4.019 -1.108
C -1.331 -3.154 -1.817
H 3.018 -4.014 -0.532
H 1.205 -4.193 -1.200
H 1.516 -3.761 0.608
H 2.622 -1.440 -0.067
H 0.411 -0.549 0.366
H 0.153 -0.589 -1.502
H -0.661 -3.131 0.473
H -2.693 -0.851 0.579
H -4.300 -2.884 -0.273
H -3.276 -4.545 -1.907
H -1.977 -4.732 -0.363
H -1.840 -2.328 -2.512
H -0.535 -3.745 -2.438
C 3.006 -0.999 6.851
O 2.605 0.037 5.976
P 1.650 -0.523 4.646
O 2.925 -0.848 3.859
O 1.164 1.013 4.319
C 2.123 2.050 4.244
O 0.695 -1.084 3.317
C 0.117 -2.351 3.549
H 3.544 -0.558 7.696
H 2.123 -1.525 7.230
H 3.663 -1.702 6.336
H 3.097 1.689 3.904
H 2.225 2.517 5.228
H 1.766 2.806 3.541
H -0.566 -2.299 4.405
H 0.897 -3.089 3.752
H -0.443 -2.654 2.663
C 3.999 1.092 -2.932
O 4.112 2.216 -3.783
P 5.577 2.231 -4.703
O 6.311 2.901 -3.536
O 4.960 3.375 -5.710
C 4.335 4.522 -5.167
O 7.043 2.246 -5.622
C 7.652 0.974 -5.710
H 3.021 1.121 -2.439
H 4.071 0.173 -3.522
H 4.782 1.108 -2.172
H 4.753 4.800 -4.197
H 3.263 4.334 -5.068
H 4.474 5.356 -5.859
H 6.984 0.275 -6.226
H 7.873 0.594 -4.709
H 8.581 1.064 -6.274
C -8.370 1.079 -0.816
O -8.075 1.534 0.490
P -6.381 1.738 0.777
O -6.259 0.255 1.146
O -6.694 2.627 2.125
C -7.623 2.150 3.079
O -4.687 1.941 1.064
C -3.936 2.050 -0.127
H -9.457 1.041 -0.939
H -7.955 1.775 -1.552
H -7.957 0.081 -0.975
H -7.660 1.059 3.110
H -8.614 2.547 2.844
H -7.331 2.518 4.065
H -4.251 2.937 -0.688
H -4.079 1.160 -0.745
H -2.879 2.145 0.127
*
```

Values from the calculation:
Max |F|, eV Å⁻¹: 10.33
HOMO-LUMO gap, eV: 5.467



Molecular formula: C4H8O4
Method: DFT, ωB97M-V/def2-TZVPD

```
! RIJCOSX wB97M-V def2-TZVPD def2/J DEFGRID3
* xyz -1 2
O -1.742 1.380 -0.463
C -0.783 0.936 0.196
O 0.016 1.574 0.920
C -0.551 -0.567 0.090
C 0.750 -0.879 -0.613
C 1.251 -2.353 -0.330
O 1.794 -2.785 -1.480
H -1.334 -1.114 -0.414
H -0.483 -1.038 1.070
H 1.581 -0.243 -0.275
H 0.688 -0.802 -1.694
H 1.971 -2.299 0.513
H 0.355 -2.908 -0.064
H -0.643 3.216 1.172
H -1.770 3.811 0.355
O -1.102 4.073 1.017
*
```

Values from the calculation:
Relative energy (zero: lowest compared OMol25 entry of this formula, charge and spin), kcal per mole: 0.0
Max |F|, eV Å⁻¹: 1.25
Expectation value of S²: 0.75
HOMO-LUMO gap (spin up / spin down), eV: 8.476 / 6.404